ORCA calculation (the ωB97M-V functional and the def2-TZVPD basis) on C41H24BCrF4N10 as an isolated structure.

```
81
Properties=species:S:1:pos:R:3
Cr -0.379 -0.409 -0.771
C -3.021 5.578 -1.467
C -4.198 4.862 -1.748
C -4.206 3.482 -1.774
C -3.009 2.819 -1.508
C -2.659 1.413 -1.448
N -1.349 1.306 -1.116
C -0.799 2.549 -1.004
N 0.472 2.856 -0.758
C 1.430 1.982 -0.568
C 2.829 2.341 -0.364
C 3.478 3.566 -0.282
C 4.847 3.557 -0.081
C 5.555 2.352 0.037
C 4.908 1.132 -0.046
C 3.534 1.143 -0.247
C 2.553 0.070 -0.382
N 2.882 -1.222 -0.351
C 2.018 -2.192 -0.561
N 0.697 -2.086 -0.866
C 0.164 -3.319 -1.059
N -1.069 -3.632 -1.401
C -2.035 -2.740 -1.586
N -1.968 -1.398 -1.475
C -3.190 -0.845 -1.741
N -3.516 0.424 -1.724
C -4.123 -1.928 -2.064
C -5.467 -1.933 -2.404
C -6.064 -3.162 -2.640
C -5.338 -4.353 -2.536
C -3.994 -4.345 -2.195
C -3.400 -3.115 -1.964
C 1.217 -4.320 -0.846
C 1.205 -5.703 -0.896
C 2.396 -6.363 -0.631
C 3.563 -5.656 -0.326
C 3.569 -4.269 -0.275
C 2.377 -3.615 -0.537
N 1.330 0.612 -0.559
C -1.835 3.533 -1.232
C -1.831 4.926 -1.210
H -3.053 6.661 -1.453
H -5.113 5.408 -1.944
H -5.107 2.922 -1.988
H 2.920 4.490 -0.368
H 5.385 4.494 -0.007
H 6.625 2.383 0.200
H 5.442 0.196 0.049
H -6.022 -1.007 -2.472
H -7.114 -3.205 -2.904
H -5.839 -5.295 -2.718
H -3.424 -5.258 -2.097
H 0.293 -6.238 -1.122
H 2.425 -7.445 -0.652
H 4.474 -6.204 -0.120
H 4.464 -3.711 -0.033
H -0.919 5.467 -0.993
N 1.074 -0.775 2.376
C 1.692 0.384 2.719
C 3.018 0.471 3.100
C 3.615 1.715 3.369
C 2.915 2.886 3.268
C 1.553 2.842 2.885
C 0.748 3.996 2.745
C -0.556 3.872 2.367
C -1.071 2.581 2.116
N -0.360 1.491 2.227
C 0.938 1.603 2.609
H 0.065 -0.752 2.313
H 1.456 -1.656 2.675
H 3.606 -0.437 3.168
H 4.661 1.738 3.649
H 3.385 3.842 3.462
H 1.185 4.970 2.937
H -1.196 4.737 2.244
H -2.104 2.458 1.804
F -2.722 -3.426 2.038
B -1.546 -2.722 2.263
F -0.443 -3.592 2.373
F -1.634 -1.911 3.395
F -1.292 -1.872 1.122
```

The total energy is -3593.73990 Ha. The expectation value of S² is 6.1109. The value obtained for the energy above the lowest of the compared OMol25 structures with the same formula, charge and spin is 0.00 kcal/mol. The spin multiplicity is 5. The value obtained for the largest force on an atom is 0.3 eV/Å. As for the gap between HOMO and LUMO (alpha / beta): 5.162 / 4.889 eV. As for the HOMO energy (alpha / beta): -4.1 / -4.0 eV. As for the charge: -1.



ORCA calculation (the ωB97M-V functional and the def2-TZVPD basis) on C7H8NO5S as an isolated structure in a non-equilibrium geometry.

```
22
Properties=species:S:1:pos:R:3
C 2.311 -0.024 1.508
C 2.260 1.383 1.273
C 1.127 -0.562 0.990
C 1.042 1.639 0.609
C -2.077 -0.526 1.025
C -1.221 -0.809 -1.502
C -1.121 0.295 0.162
N 0.298 0.452 0.468
O -1.631 -1.596 1.418
O -3.182 -0.025 1.272
O 0.737 -1.891 0.854
O 0.606 2.887 0.375
O -0.003 -1.226 -2.106
S -1.914 1.761 -0.406
H 2.865 -0.582 2.106
H 3.066 2.101 1.395
H -1.769 -1.645 -1.137
H -1.642 0.043 -2.076
H -0.198 -1.943 1.151
H -0.290 2.855 0.041
H 0.388 -1.654 -1.362
H -3.135 1.324 0.025
```

The total energy is -1100.68007 Ha. The value obtained for the energy above the lowest of the compared OMol25 structures with the same formula, charge and spin is 47.66 kcal/mol. The value obtained for the largest force on an atom is 5.7 eV/Å. As for the gap between HOMO and LUMO: 6.836 eV. As for the HOMO energy: -3.8 eV. As for the charge: -1.